No. 1
The following is a quantum chemistry calculation of the ion C2H4NO2 with charge -1, from OMol25.

The geometry in XYZ format:
```
9
Properties=species:S:1:pos:R:3:mulliken_charge:R:1
C 1.02045 -0.34935 0.09932 -0.745
N -0.28730 -0.01231 0.63373 -0.367
C -1.17867 0.71006 -0.28686 0.592
O -2.38912 0.49666 -0.07605 -0.759
O -0.60779 1.40032 -1.14729 -0.727
H 1.70903 -0.66721 0.89702 0.250
H 1.02695 -1.20053 -0.59794 0.232
H 1.45130 0.50194 -0.40418 0.301
H -0.74485 -0.87958 0.88225 0.224
```

E_tot: -283.910037 Ha
E_HOMO: -3.9 eV
Multiplicity: 1
Net charge: -1
Kohn-Sham gap: 8.371 eV
ΔE to the lowest compared entry with this formula, charge and spin: 0.0266 eV

***

No. 2
The following is a quantum chemistry calculation of a structure of composition C2H4NO2 at a distorted geometry, from OMol25.

The geometry in XYZ format:
```
9
Properties=species:S:1:pos:R:3:mulliken_charge:R:1
O 1.78160 -1.64812 0.24591 -0.498
C 1.12782 -0.64802 0.20084 0.154
N -0.29426 -0.64485 0.46393 -0.481
C -0.88454 0.68415 -0.01168 -0.278
O -1.02039 0.76946 -1.31692 -0.837
H 1.46144 0.35830 -0.08926 0.334
H -0.03621 -1.04038 -0.48875 0.125
H -1.87484 0.69475 0.50382 0.234
H -0.26062 1.47471 0.49211 0.248
```

E_tot: -283.796687 Ha
E_HOMO: -3.0 eV
Multiplicity: 1
Net charge: -1
Kohn-Sham gap: 7.336 eV
ΔE to the lowest compared entry with this formula, charge and spin: 3.1110 eV

***

No. 3
The following is a quantum chemistry calculation of a cluster of 2 separate species, C2H4NO2 in total at a distorted geometry, from OMol25.

The geometry in XYZ format:
```
9
Properties=species:S:1:pos:R:3:mulliken_charge:R:1
C -1.41409 -0.18334 0.20385 0.132
C -0.45478 0.46934 -0.60238 -1.169
N 1.78393 -0.11405 0.59357 -0.014
O 2.78343 0.02738 -0.07999 -0.386
O -2.00016 -1.25192 0.22456 -0.599
H -1.73879 0.56090 1.14231 0.110
H -0.01299 -0.09572 -1.34004 0.487
H -0.29679 1.58325 -0.44174 0.226
H 1.35025 -0.99585 0.29986 0.213
```

E_tot: -283.730989 Ha
E_HOMO (alpha / beta): -2.6 / -2.6 eV
Multiplicity: 1
Net charge: -1
Kohn-Sham gap (alpha / beta): 7.047 / 7.048 eV
ΔE to the lowest compared entry with this formula, charge and spin: 4.8988 eV

***

No. 4
The following is a quantum chemistry calculation of the ion C2H4NO2 with charge +1 at a distorted geometry, from OMol25.

The geometry in XYZ format:
```
9
Properties=species:S:1:pos:R:3:mulliken_charge:R:1
O -2.24443 -0.52133 0.02152 -0.313
N -1.14684 -0.16386 -0.08094 0.877
C 0.18006 -0.69643 -0.03712 -0.379
C 0.65717 0.74669 0.06446 -0.172
O -0.71247 1.13183 -0.04420 -0.184
H 0.40916 -1.29004 -0.81917 0.314
H 0.49520 -1.39703 0.76293 0.312
H 1.19913 0.91531 0.94884 0.265
H 1.16303 1.27485 -0.81631 0.280
```

E_tot: -283.383122 Ha
E_HOMO: -18.2 eV
Multiplicity: 1
Net charge: +1
Kohn-Sham gap: 10.821 eV
ΔE to the lowest compared entry with this formula, charge and spin: 4.7087 eV

***

No. 5
The following is a quantum chemistry calculation of the ion C2H4NO2 with charge +1 at a distorted geometry, from OMol25.

The geometry in XYZ format:
```
9
Properties=species:S:1:pos:R:3:mulliken_charge:R:1
C 0.14287 -0.26744 0.41159 -0.889
C -1.03416 0.04624 -0.51981 0.259
O -1.90842 1.34520 -0.21920 -0.140
N -2.38462 0.18942 -0.11113 0.593
O -3.48246 -0.45438 0.43259 -0.197
H -0.21475 -0.87616 1.23934 0.369
H 0.30550 0.72189 0.88867 0.341
H 0.95210 -0.63469 -0.19717 0.303
H -1.04204 0.16646 -1.69446 0.360
```

E_tot: -283.296204 Ha
E_HOMO (alpha / beta): -18.3 / -18.3 eV
Multiplicity: 1
Net charge: +1
Kohn-Sham gap (alpha / beta): 10.072 / 10.074 eV
ΔE to the lowest compared entry with this formula, charge and spin: 7.0739 eV

***

No. 6
The following is a quantum chemistry calculation of a structure of composition C2H4NO2P at a distorted geometry, from OMol25.

The geometry in XYZ format:
```
10
Properties=species:S:1:pos:R:3:mulliken_charge:R:1
C 0.11031 0.70283 -0.33619 0.780
C 1.46743 0.29781 0.10631 -1.164
N -0.91002 -0.28498 -0.11378 -0.229
O -0.17601 1.65743 -0.93262 -0.462
O -3.04775 -1.37145 0.19853 -0.484
P -2.52981 -0.09793 -0.28786 0.250
H 2.00991 1.13869 0.44221 0.317
H 1.42993 -0.37025 1.02237 0.337
H 1.89665 -0.37133 -0.61661 0.316
H -0.25063 -1.30084 0.51764 0.339
```

E_tot: -625.174406 Ha
E_HOMO: -10.0 eV
Multiplicity: 1
Net charge: 0
Kohn-Sham gap: 9.910 eV
ΔE to the lowest compared entry with this formula, charge and spin: 1.5472 eV

***

No. 7
The following is a quantum chemistry calculation of the ion C2H4NO2S with charge -1 at a distorted geometry, from OMol25.

The geometry in XYZ format:
```
10
Properties=species:S:1:pos:R:3:mulliken_charge:R:1
C -0.69440 0.42825 -0.46804 -0.762
C 0.32854 -0.28244 0.42328 -0.174
N 1.53575 0.55589 0.39460 -0.375
O 3.87470 0.90346 -0.56075 -0.549
O 3.11183 -1.44956 -0.06743 -0.606
S 3.05014 0.02564 0.26734 0.508
H -0.55893 0.94964 -1.40008 0.337
H -1.18962 1.08849 0.24869 0.187
H -0.24700 -0.18569 1.43819 0.155
H 0.43165 -1.44500 0.24094 0.279
```

E_tot: -681.929167 Ha
E_HOMO (alpha / beta): -3.2 / -4.1 eV
Multiplicity: 1
Net charge: -1
Kohn-Sham gap (alpha / beta): 6.762 / 7.847 eV
ΔE to the lowest compared entry with this formula, charge and spin: 4.3249 eV

***

No. 8
The following is a quantum chemistry calculation of the ion C2H4NO2S with charge +1 at a distorted geometry, from OMol25.

The geometry in XYZ format:
```
10
Properties=species:S:1:pos:R:3:mulliken_charge:R:1
C -1.16393 -2.49255 0.00041 0.087
N -0.92609 -1.37302 0.00805 -0.152
S -1.41026 0.52355 -0.03199 1.119
C 0.25436 1.03974 0.06998 -0.668
O -2.15286 0.67048 -1.21359 -0.439
O -2.01262 0.56868 1.22311 -0.431
H -1.19899 -3.52812 -0.14386 0.445
H 0.01891 1.99915 -0.52368 0.339
H 0.50405 1.18986 1.15731 0.345
H 0.94942 0.32598 -0.46384 0.357
```

E_tot: -681.647023 Ha
E_HOMO: -17.5 eV
Multiplicity: 1
Net charge: +1
Kohn-Sham gap: 12.116 eV
ΔE to the lowest compared entry with this formula, charge and spin: 0.4712 eV

***

No. 9
The following is a quantum chemistry calculation of a cluster of 2 separate species, C2H4NO3 in total at a distorted geometry, from OMol25.

The geometry in XYZ format:
```
10
Properties=species:S:1:pos:R:3:mulliken_charge:R:1
C 1.51989 0.01906 1.54671 0.032
N 0.33833 -0.19790 0.96936 -0.354
O 2.55287 -0.64136 1.43147 -0.608
H 1.60461 0.75516 2.37285 0.259
H 0.04306 -0.24687 -0.08515 0.401
H -0.29981 0.35524 1.52892 0.226
O -0.26143 -0.03895 -1.54202 -0.697
C -1.46515 -0.00895 -1.93630 0.057
O -2.45352 -0.47705 -1.36409 -0.646
H -1.57884 0.48164 -2.92176 0.329
```

E_tot: -359.157852 Ha
E_HOMO: -5.0 eV
Multiplicity: 1
Net charge: -1
Kohn-Sham gap: 9.083 eV
ΔE to the lowest compared entry with this formula, charge and spin: 0.6263 eV

***

No. 10
The following is a quantum chemistry calculation of the ion C2H4NO3P with charge -2 at a distorted geometry, from OMol25.

The geometry in XYZ format:
```
11
Properties=species:S:1:pos:R:3:mulliken_charge:R:1
O 1.34394 -0.83292 2.12344 -0.854
N 0.87614 -0.94317 0.82937 -0.365
C -0.52977 -1.08848 0.71926 -0.417
C 0.05381 0.14509 0.22334 -0.157
P -0.23578 0.46609 -1.67450 -0.302
O -1.55747 1.13273 -1.75068 -0.530
O 0.88631 1.86517 -1.75280 -0.481
H -1.14750 -1.11762 1.61040 0.301
H -0.98229 -2.00625 0.10732 0.137
H -0.27263 1.01308 0.83915 0.372
H 1.56525 1.36629 -1.27431 0.296
```

E_tot: -700.285618 Ha
E_HOMO: 1.5 eV
Multiplicity: 1
Net charge: -2
Kohn-Sham gap: 5.816 eV
ΔE to the lowest compared entry with this formula, charge and spin: 4.8076 eV

***

No. 11
The following is a quantum chemistry calculation of an isolated molecule of C2H4NO3P at a distorted geometry, from OMol25.

The geometry in XYZ format:
```
11
Properties=species:S:1:pos:R:3:mulliken_charge:R:1
O 0.02069 3.04118 0.07603 -0.466
C -0.32361 1.91453 0.15224 0.556
C 0.48395 0.62259 0.47616 -0.483
N -0.38927 -0.53097 0.36656 -0.328
P -1.88374 -0.12317 -0.23382 0.532
O -3.13622 -0.51952 0.42218 -0.577
O -1.72417 1.48164 -0.10599 -0.324
H 1.11854 0.70054 -0.44877 0.231
H 1.09229 0.71488 1.25779 0.435
H -0.46553 -1.03324 1.21888 0.326
H -1.77904 -0.07741 -1.71934 0.097
```

E_tot: -700.484611 Ha
E_HOMO: -10.8 eV
Multiplicity: 1
Net charge: 0
Kohn-Sham gap: 11.387 eV
ΔE to the lowest compared entry with this formula, charge and spin: 0.4946 eV

***

No. 12
The following is a quantum chemistry calculation of a cluster of 2 separate species, C2H4NP in total at a distorted geometry, from OMol25.

The geometry in XYZ format:
```
8
Properties=species:S:1:pos:R:3:mulliken_charge:R:1
C 0.48337 -0.69136 -0.27473 0.199
C -0.29617 0.51954 -0.64758 -0.400
N 1.57657 -1.26054 -0.08683 -0.535
P -1.43040 -0.80488 -0.10429 -0.052
H -0.21509 2.04668 -0.00506 0.215
H -0.43347 0.69813 -1.69682 0.269
H 1.67776 -2.14662 0.27953 0.263
H -1.39583 -0.42506 1.30194 0.041
```

E_tot: -474.545199 Ha
E_HOMO: -8.6 eV
Multiplicity: 1
Net charge: 0
Kohn-Sham gap: 8.372 eV
ΔE to the lowest compared entry with this formula, charge and spin: 3.4965 eV

***

No. 13
The following is a quantum chemistry calculation of an isolated molecule of C2H4NP at a distorted geometry, from OMol25.

The geometry in XYZ format:
```
8
Properties=species:S:1:pos:R:3:mulliken_charge:R:1
C 1.06038 0.06481 -1.06689 -0.748
N 1.48766 -0.52284 0.21106 -0.361
C 0.37840 -0.52201 0.82907 0.273
P -1.33880 -0.18946 0.45866 -0.010
H 0.46243 -0.57615 -1.63966 0.398
H 0.70055 1.04920 -0.94575 0.354
H -1.03138 1.09626 0.38246 0.029
H -1.71924 -0.39981 1.77105 0.065
```

E_tot: -474.511165 Ha
E_HOMO (alpha / beta): -8.0 / -8.7 eV
Multiplicity: 1
Net charge: 0
Kohn-Sham gap (alpha / beta): 7.926 / 8.417 eV
ΔE to the lowest compared entry with this formula, charge and spin: 4.4226 eV

***

No. 14
The following is a quantum chemistry calculation of an isolated molecule of C2H4NP at a distorted geometry, from OMol25.

The geometry in XYZ format:
```
8
Properties=species:S:1:pos:R:3:mulliken_charge:R:1
H 2.34736 -0.80096 0.67342 0.237
N 1.78333 -0.06714 1.04410 -0.526
C 0.75536 0.26443 -0.00088 0.317
C -0.65106 0.59171 0.14206 -0.597
P -0.05971 -0.21276 -1.54006 -0.006
H -1.14936 0.18208 1.05248 0.245
H -1.17568 1.44931 -0.13337 0.301
H 0.13642 -1.52295 -1.26214 0.030
```

E_tot: -474.572571 Ha
E_HOMO: -9.3 eV
Multiplicity: 1
Net charge: 0
Kohn-Sham gap: 9.206 eV
ΔE to the lowest compared entry with this formula, charge and spin: 2.7516 eV

***

No. 15
The following is a quantum chemistry calculation of an isolated molecule of C2H4NP at a distorted geometry, from OMol25.

The geometry in XYZ format:
```
8
Properties=species:S:1:pos:R:3:mulliken_charge:R:1
P 1.58871 0.12931 0.25582 -0.059
N -0.04017 0.17102 -0.39998 -0.303
C -1.15828 -0.53455 0.21628 -0.214
C -1.16933 0.73915 0.31896 -0.182
H 1.91610 0.40381 -1.00735 0.067
H 1.96531 -1.09734 -0.02855 0.012
H -1.33796 -1.53296 0.25445 0.419
H -1.76437 1.72156 0.39037 0.260
```

E_tot: -474.524873 Ha
E_HOMO: -7.6 eV
Multiplicity: 1
Net charge: 0
Kohn-Sham gap: 8.721 eV
ΔE to the lowest compared entry with this formula, charge and spin: 4.0496 eV

***

No. 16
The following is a quantum chemistry calculation of an isolated molecule of C2H4NP at a distorted geometry, from OMol25.

The geometry in XYZ format:
```
8
Properties=species:S:1:pos:R:3:mulliken_charge:R:1
C -0.80811 -0.08015 0.29812 -0.836
C 0.25539 0.56269 -0.66727 0.133
N 1.30226 0.02109 -0.97331 -0.570
P -2.57479 -0.29613 -0.43925 0.064
H -0.52857 -1.15268 0.36074 0.233
H -0.85992 0.26485 1.24147 0.409
H -0.03994 1.56060 -1.13134 0.316
H 1.38371 -0.86295 -0.46927 0.251
```

E_tot: -474.581850 Ha
E_HOMO (alpha / beta): -8.6 / -8.5 eV
Multiplicity: 1
Net charge: 0
Kohn-Sham gap (alpha / beta): 7.220 / 7.186 eV
ΔE to the lowest compared entry with this formula, charge and spin: 2.4991 eV

***

No. 17
The following is a quantum chemistry calculation of an isolated molecule of C2H4NP at a distorted geometry, from OMol25.

The geometry in XYZ format:
```
8
Properties=species:S:1:pos:R:3:mulliken_charge:R:1
P 1.39987 0.79262 -0.66959 -0.089
C 0.06352 -0.40332 -0.70416 0.332
N -0.42766 -1.51379 -1.04809 -0.474
C -1.31813 -0.51746 -0.32787 -0.213
H 2.34240 0.10282 -1.23855 0.027
H 1.71746 0.39364 0.62852 0.059
H -1.66920 -0.55025 0.78111 0.201
H -2.12926 0.33953 -0.82365 0.157
```

E_tot: -474.581335 Ha
E_HOMO: -9.9 eV
Multiplicity: 1
Net charge: 0
Kohn-Sham gap: 10.747 eV
ΔE to the lowest compared entry with this formula, charge and spin: 2.5132 eV

***

No. 18
The following is a quantum chemistry calculation of an isolated molecule of C2H4NP at a distorted geometry, from OMol25.

The geometry in XYZ format:
```
8
Properties=species:S:1:pos:R:3:mulliken_charge:R:1
P -1.68001 0.07054 -0.19820 -0.144
C 0.02693 0.37720 0.08330 0.295
N 0.94651 1.25084 0.11392 -0.437
C 1.29420 -0.17522 -0.30892 -0.222
H -2.33810 0.53988 0.96403 0.054
H -1.67754 -1.14955 0.53517 0.051
H 1.96612 -0.63059 0.33886 0.253
H 1.46189 -0.28311 -1.52816 0.151
```

E_tot: -474.597083 Ha
E_HOMO: -10.0 eV
Multiplicity: 1
Net charge: 0
Kohn-Sham gap: 10.885 eV
ΔE to the lowest compared entry with this formula, charge and spin: 2.0846 eV

***

No. 19
The following is a quantum chemistry calculation of a structure of composition C2H4Na2O2 at a distorted geometry, from OMol25.

The geometry in XYZ format:
```
10
Properties=species:S:1:pos:R:3:lowdin_spin:R:1
O 0.25579 3.95278 0.66964 0.983
Na -0.06833 6.08276 0.92786 0.011
Na 0.49613 1.65709 0.26093 0.006
C 0.27883 -1.88648 0.38204 0.000
C -0.53108 -1.54432 -0.89869 0.000
O 0.45866 -0.69686 -0.35651 -0.001
H -0.16476 -1.73082 1.36630 0.000
H 1.08445 -2.61480 0.27639 0.000
H -0.24458 -2.00156 -1.84693 0.000
H -1.56509 -1.21780 -0.78102 0.000
```

E_tot: -553.407998 Ha
<S²>: 0.754
E_HOMO (alpha / beta): -13.3 / -12.4 eV
Multiplicity: 2
Net charge: +1
Kohn-Sham gap (alpha / beta): 9.608 / 8.785 eV

***

No. 20
The following is a quantum chemistry calculation of a cluster of 2 separate species, C2H4O2 in total at a distorted geometry, from OMol25.

The geometry in XYZ format:
```
8
Properties=species:S:1:pos:R:3:mulliken_charge:R:1
C -0.53697 1.68274 1.32076 -0.051
O 0.62852 1.36166 1.13805 -0.386
H -1.37651 1.30031 0.69277 0.196
H -0.80595 2.37836 2.15094 0.242
C 0.51357 -1.65613 -1.32204 0.019
O 0.93986 -2.53899 -2.11151 -0.436
H -0.57654 -1.51946 -1.12601 0.193
H 1.21403 -1.00847 -0.74295 0.223
```

E_tot: -229.012651 Ha
E_HOMO: -10.2 eV
Multiplicity: 1
Net charge: 0
Kohn-Sham gap: 10.612 eV
ΔE to the lowest compared entry with this formula, charge and spin: 2.5557 eV